# 1
{
  "formula": "CH6N2S",
  "method": "ωB97M-V with the def2-TZVPD basis set",
  "elements": ["C", "N", "N", "S", "H", "H", "H", "H", "H", "H"],
  "positions_angstrom": [[0.12081, 0.18063, 1.32773], [1.12445, 1.34739, -0.68765], [-0.39054, -0.90161, -1.34346], [-0.22323, 0.71930, -0.42227], [-0.62838, -0.58093, 1.57138], [0.01953, 1.13708, 2.08638], [1.17939, -0.12937, 1.32182], [1.02493, 2.18839, -1.28144], [0.51769, -1.43776, -0.97864], [-1.21855, -1.33039, -0.90083]],
  "forces_ev_per_a": [[-0.63, 1.81, 0.59], [1.82, 1.63, -1.07], [2.58, 0.40, 2.58], [-1.74, -1.47, 0.88], [0.46, 0.01, 0.32], [0.11, -2.36, -2.23], [-0.57, -0.14, 0.07], [0.05, -0.85, 0.16], [-2.54, 1.06, -1.07], [0.47, -0.10, -0.22]],
  "e_above_lowest_kcal_mol": 52.9,
  "e_lumo_ev": 0.83,
  "homo_energy_ev": -9.07,
  "homo_lumo_gap_ev": 9.893,
  "charge": 0
}


# 2
{
  "formula": "C12H19Cl12NO4S",
  "method": "ωB97M-V with the def2-TZVPD basis set",
  "elements": ["C", "C", "C", "C", "C", "C", "C", "O", "S", "O", "O", "O", "C", "N", "H", "H", "H", "H", "H", "H", "H", "H", "H", "H", "H", "H", "H", "H", "H", "C", "Cl", "Cl", "Cl", "H", "C", "Cl", "Cl", "Cl", "H", "C", "Cl", "Cl", "Cl", "H", "C", "Cl", "Cl", "Cl", "H"],
  "positions_angstrom": [[-3.99992, -2.53866, 0.85447], [-5.01124, -2.05240, -0.22723], [-5.98224, -1.00908, 0.43177], [-6.24084, 0.18961, -0.53976], [-6.29042, 1.55811, 0.15892], [-5.02420, 1.93556, 0.96574], [-3.74752, 1.29764, 0.41370], [-2.56975, 2.07642, 0.76524], [-1.47421, 1.80327, -0.43019], [-1.29594, 0.38178, -0.46332], [-0.06361, 2.47828, 0.28360], [0.73674, 2.88531, -0.81554], [1.44475, 1.85372, -1.23072], [1.84201, 0.79322, -1.47158], [-4.49307, -2.49093, 1.83027], [-3.12925, -1.87928, 0.85076], [-3.71116, -3.57944, 0.68722], [-4.45998, -1.61621, -1.06481], [-5.60429, -2.89372, -0.59258], [-5.50236, -0.64308, 1.34238], [-6.91438, -1.53632, 0.63970], [-7.19344, -0.03443, -1.03438], [-5.49752, 0.19484, -1.34141], [-6.39344, 2.31249, -0.63510], [-7.19266, 1.66425, 0.76756], [-4.88941, 3.02092, 0.99247], [-5.16345, 1.61499, 2.00489], [-3.65887, 0.28193, 0.79127], [-3.82639, 1.30328, -0.68215], [-6.24879, -6.03128, -2.02983], [-7.72549, -6.97975, -2.21144], [-6.52150, -4.35250, -2.50064], [-5.64946, -6.12070, -0.37140], [-5.49536, -6.44827, -2.68530], [4.60977, 2.25008, 0.62734], [4.69012, 3.90117, 0.00234], [5.71918, 1.19823, -0.25357], [4.96376, 2.22110, 2.35560], [3.60465, 1.87690, 0.48009], [9.79459, 0.95407, 0.09184], [10.00407, 2.69124, -0.13497], [10.45685, 0.06016, -1.28637], [10.53198, 0.42708, 1.60650], [8.73380, 0.74573, 0.14761], [14.74219, 1.35253, 0.61702], [16.20656, 1.43289, -0.36770], [13.37812, 0.76398, -0.33250], [15.00108, 0.33236, 2.03537], [14.50994, 2.35288, 0.95881]],
  "forces_ev_per_a": [[-0.70, -0.08, -0.58], [-0.07, 0.01, 1.33], [0.92, 0.15, -1.64], [-0.57, -0.65, 0.79], [0.23, 0.39, -0.93], [0.05, -0.12, 0.58], [-0.96, 0.34, -0.30], [1.24, 0.30, -0.10], [-1.14, -0.18, -0.67], [0.43, -0.20, 0.00], [-0.65, -0.28, 1.51], [0.73, 0.31, -0.98], [-0.87, -0.82, 0.54], [0.42, 0.81, -0.12], [0.22, -0.07, -0.02], [0.07, -0.24, 0.17], [0.27, 0.20, -0.01], [-0.14, -0.06, 0.01], [0.26, 0.19, -0.01], [-0.37, -0.10, 0.10], [0.04, 0.29, 0.41], [0.08, 0.42, -0.06], [0.02, 0.02, 0.17], [-0.07, -0.11, 0.10], [0.21, -0.13, 0.14], [-0.11, -0.11, -0.07], [0.18, 0.09, -0.08], [0.36, 0.03, -0.26], [0.06, -0.25, 0.14], [-0.09, 0.02, 0.07], [0.05, 0.00, -0.02], [-0.05, -0.14, -0.18], [0.02, 0.00, -0.03], [-0.01, 0.01, 0.01], [0.15, 0.07, 0.07], [-0.07, -0.07, -0.01], [-0.04, -0.03, -0.04], [-0.04, -0.01, -0.03], [0.03, -0.04, -0.03], [0.09, 0.02, 0.02], [-0.04, -0.04, 0.00], [-0.24, -0.03, 0.02], [-0.12, -0.03, 0.00], [0.01, 0.02, -0.02], [0.00, -0.11, -0.08], [-0.01, 0.04, 0.03], [0.27, 0.11, 0.04], [-0.02, 0.05, 0.01], [0.01, -0.02, 0.00]],
  "e_lumo_ev": -0.51,
  "homo_energy_ev": -10.84,
  "homo_lumo_gap_ev": 10.324,
  "charge": 0
}


# 3
{
  "formula": "C4H11N2",
  "method": "ωB97M-V with the def2-TZVPD basis set",
  "elements": ["C", "C", "C", "C", "N", "N", "H", "H", "H", "H", "H", "H", "H", "H", "H", "H", "H"],
  "positions_angstrom": [[1.97145, -0.52560, -0.07608], [0.60295, -1.18007, 0.21508], [-0.48223, -0.38565, -0.46478], [-1.47881, 0.18451, 0.20255], [-2.60695, 0.85871, -0.41945], [2.08405, 0.75097, 0.63117], [2.06761, -0.43573, -1.16397], [2.75252, -1.18249, 0.27739], [0.41572, -1.11417, 1.28229], [0.61128, -2.20394, -0.16013], [-0.44515, -0.22413, -1.53276], [-1.60070, -0.00873, 1.25642], [-3.40753, 0.14987, -0.69299], [-2.93434, 1.66876, 0.15188], [-2.32165, 1.24481, -1.33242], [3.04346, 0.96305, 0.87140], [1.71602, 1.50428, 0.06350]],
  "forces_ev_per_a": [[-0.55, 0.00, 0.22], [0.05, 0.90, -0.62], [-0.42, 0.05, 0.09], [0.48, -0.38, 0.52], [0.34, 0.06, -0.64], [-0.05, -0.11, -0.18], [0.19, 0.01, -0.01], [0.26, -0.21, 0.07], [0.10, -0.42, 0.19], [-0.08, -0.10, 0.17], [0.29, -0.07, -0.22], [-0.10, 0.19, 0.08], [-0.25, 0.16, 0.23], [-0.17, -0.25, -0.04], [-0.09, 0.06, 0.09], [-0.06, 0.04, -0.14], [0.05, 0.06, 0.16]],
  "multiplicity": 2,
  "e_above_lowest_kcal_mol": 48.5,
  "e_lumo_ev": [0.94, 0.92],
  "homo_energy_ev": [-3.79, -9.58],
  "homo_lumo_gap_ev": [4.733, 10.503],
  "charge": 0
}


# 4
{
  "formula": "C43H45N5O2P2RuSi2",
  "method": "ωB97M-V with the def2-TZVPD basis set",
  "elements": ["Ru", "C", "Si", "C", "C", "N", "P", "C", "P", "N", "Si", "C", "C", "C", "C", "C", "C", "C", "C", "C", "C", "C", "C", "C", "C", "C", "C", "C", "C", "C", "C", "C", "C", "C", "C", "C", "C", "C", "H", "H", "H", "H", "H", "H", "H", "H", "H", "H", "H", "H", "H", "H", "H", "H", "H", "H", "H", "H", "H", "H", "H", "H", "H", "H", "H", "H", "H", "H", "H", "H", "H", "H", "H", "H", "H", "H", "O", "N", "O", "C", "C", "C", "C", "C", "C", "N", "C", "C", "N", "C", "C", "C", "C", "H", "H", "H", "H", "H", "H", "H"],
  "positions_angstrom": [[-0.44411, -0.01743, -0.61064], [-1.32570, 1.93370, -3.65155], [0.47043, 1.96954, -3.11963], [1.48562, 0.59138, -3.86340], [1.19332, 3.64224, -3.49212], [0.40916, 1.67582, -1.35956], [1.51355, 1.73338, -0.15249], [1.20375, 0.20843, 0.59576], [1.15303, -1.47360, 1.02283], [-0.19592, -1.88656, 0.19975], [-0.90762, -3.52109, 0.09235], [-0.65782, -4.11399, -1.66355], [-2.71430, -3.36482, 0.54354], [-0.06831, -4.69501, 1.27092], [0.92678, -1.58881, 2.79836], [1.99745, -1.58628, 3.69286], [1.75424, -1.67144, 5.05511], [0.45071, -1.75099, 5.52615], [-0.61880, -1.72154, 4.63995], [-0.38409, -1.63778, 3.27692], [2.55947, -2.42580, 0.45120], [3.24923, -3.34936, 1.23455], [4.25545, -4.11579, 0.66370], [4.57359, -3.96334, -0.67766], [3.87987, -3.05238, -1.46708], [2.87067, -2.29088, -0.90692], [1.04384, 3.02882, 0.99492], [1.54041, 3.01549, 2.29769], [1.17406, 4.01807, 3.18043], [0.31630, 5.03011, 2.76353], [-0.17804, 5.04348, 1.46611], [0.18444, 4.04114, 0.57639], [3.19123, 2.02755, -0.68244], [3.54405, 3.32423, -1.06439], [4.80815, 3.56356, -1.57677], [5.71657, 2.51873, -1.69741], [5.37704, 1.23707, -1.28540], [4.11236, 0.98670, -0.77570], [-1.65940, 0.94357, -3.96767], [-1.47947, 2.60326, -4.50065], [-1.96764, 2.27696, -2.83667], [1.40233, 0.56692, -4.95272], [1.16552, -0.38402, -3.48257], [2.54229, 0.72547, -3.61427], [0.90867, 3.92673, -4.50839], [2.28257, 3.63884, -3.44373], [0.81650, 4.41586, -2.81908], [-1.50334, -3.87277, -2.31127], [-0.55172, -5.20167, -1.67148], [0.25037, -3.69073, -2.09897], [-3.18498, -2.48262, 0.10692], [-2.83770, -3.31897, 1.62851], [-3.26310, -4.24373, 0.19359], [0.91349, -5.00297, 0.90619], [-0.68529, -5.59516, 1.34415], [0.04132, -4.29361, 2.28006], [3.01532, -1.49658, 3.33384], [2.58242, -1.68059, 5.75117], [0.26682, -1.83293, 6.58939], [-1.63302, -1.77688, 5.01347], [-1.20937, -1.62179, 2.57505], [2.99440, -3.48809, 2.27579], [4.78426, -4.84119, 1.26720], [5.36158, -4.56236, -1.11488], [4.12518, -2.94458, -2.51555], [2.31358, -1.58953, -1.51993], [2.20861, 2.22346, 2.61926], [1.56038, 4.01862, 4.19106], [0.03772, 5.81626, 3.45321], [-0.84811, 5.83115, 1.14810], [-0.20285, 4.03435, -0.43489], [2.83926, 4.13855, -0.94384], [5.09051, 4.56550, -1.87135], [6.70134, 2.70943, -2.10338], [6.10082, 0.43543, -1.35355], [3.84899, -0.00507, -0.43373], [-8.12196, 0.47340, -0.37792], [-7.22734, 0.40088, -1.18503], [-7.36084, 0.35261, -2.39086], [-5.84208, 0.45079, -0.65814], [-5.67806, 1.07887, 0.51875], [-4.37620, 1.22996, 1.08842], [-4.15346, 1.86782, 2.32265], [-2.87499, 1.97464, 2.80187], [-1.82278, 1.45026, 2.04212], [-2.01262, 0.85038, 0.88230], [-3.26991, 0.72867, 0.40042], [-3.45953, 0.02931, -0.84808], [-2.35467, -0.48927, -1.44580], [-2.49417, -1.21262, -2.54860], [-3.73311, -1.44652, -3.13463], [-4.85728, -0.90115, -2.56863], [-4.74355, -0.13430, -1.38874], [-6.54168, 1.48029, 1.03213], [-4.99557, 2.26074, 2.87909], [-2.66305, 2.45248, 3.74781], [-0.79783, 1.52206, 2.38689], [-1.58807, -1.62358, -2.97441], [-3.79829, -2.04601, -4.03163], [-5.82122, -1.05682, -3.02467]],
  "forces_ev_per_a": [[0.22, 0.00, 0.94], [0.10, -0.07, -0.05], [-0.15, 0.06, 0.05], [-0.01, 0.07, -0.06], [0.05, -0.04, 0.04], [0.04, -0.18, 0.09], [0.22, 0.28, 0.09], [-0.43, -0.33, -0.93], [0.07, 0.06, 0.26], [0.28, 0.24, 0.25], [-0.20, 0.09, -0.15], [-0.10, -0.02, 0.04], [0.05, -0.08, -0.01], [0.09, 0.10, -0.02], [0.00, -0.14, -0.06], [-0.01, 0.14, -0.01], [0.03, 0.02, 0.00], [-0.04, 0.01, 0.00], [0.01, 0.01, 0.02], [0.08, -0.04, -0.01], [-0.02, 0.05, 0.02], [-0.02, 0.05, -0.03], [0.00, -0.02, 0.02], [0.02, -0.01, 0.00], [0.00, 0.01, -0.02], [-0.02, -0.05, 0.08], [0.02, 0.02, -0.06], [0.05, 0.00, -0.02], [0.00, -0.02, 0.02], [-0.02, 0.02, -0.03], [-0.02, -0.02, 0.01], [0.00, -0.05, 0.05], [-0.07, 0.00, 0.03], [0.05, -0.07, 0.08], [-0.03, 0.03, 0.01], [0.01, -0.01, -0.01], [0.01, -0.02, 0.02], [0.00, 0.05, 0.00], [-0.01, 0.01, 0.03], [0.00, -0.01, 0.02], [-0.04, 0.01, -0.03], [0.01, 0.00, 0.03], [-0.01, -0.01, -0.03], [-0.02, -0.04, 0.01], [0.01, 0.00, 0.02], [-0.02, 0.03, 0.01], [-0.01, 0.00, -0.02], [0.03, -0.01, 0.00], [-0.01, 0.02, -0.03], [0.01, -0.02, 0.01], [-0.02, -0.02, -0.01], [-0.02, 0.03, -0.02], [0.01, 0.03, 0.03], [0.00, 0.00, 0.03], [0.00, 0.02, -0.02], [-0.01, -0.03, 0.00], [0.01, -0.04, 0.01], [0.00, 0.00, -0.02], [0.01, 0.01, -0.01], [0.01, 0.00, -0.01], [-0.03, -0.04, 0.02], [0.00, -0.04, -0.01], [0.01, 0.02, 0.00], [-0.01, 0.00, 0.00], [-0.01, 0.00, 0.01], [0.02, 0.00, -0.04], [0.01, 0.02, 0.01], [0.00, -0.01, -0.01], [0.00, -0.01, 0.00], [0.02, 0.01, 0.00], [-0.03, 0.00, 0.01], [0.02, 0.02, -0.04], [0.00, -0.01, -0.01], [0.00, 0.00, 0.02], [-0.01, 0.01, -0.01], [0.01, -0.02, -0.03], [0.04, -0.10, 0.00], [-0.06, 0.23, -0.04], [0.07, -0.08, 0.03], [0.01, -0.09, -0.01], [-0.06, 0.05, 0.06], [0.05, -0.02, -0.06], [-0.05, 0.02, 0.01], [0.02, 0.00, 0.02], [0.03, -0.02, -0.03], [-0.03, -0.06, -0.16], [0.01, 0.05, 0.06], [0.02, 0.02, 0.02], [-0.19, -0.13, -0.50], [-0.02, 0.07, 0.08], [-0.04, -0.02, -0.03], [0.02, 0.01, 0.00], [-0.02, -0.03, -0.02], [-0.01, -0.02, -0.01], [0.02, 0.01, 0.00], [0.00, 0.00, -0.01], [-0.01, 0.00, 0.01], [0.02, 0.03, -0.03], [0.00, 0.00, 0.01], [-0.04, 0.00, 0.02]],
  "multiplicity": 5,
  "e_lumo_ev": [-5.89, -6.92],
  "homo_energy_ev": [-13.76, -14.19],
  "homo_lumo_gap_ev": [7.873, 7.263],
  "charge": 2
}


no.,F_max (Eh/bohr)
1,0.07134
2,0.03677
3,0.02129
4,0.02089